(1)
Formula: C4H32NO14
Source: the Open Molecules 2025 dataset
Level of theory: wB97M-V/def2-TZVPD

Each line ends with the Mulliken charge.
Element x y z (Å)
C: 1.83 0.81 -1.36  -1.117
C: 0.73 1.94 -1.51  0.594
C: 1.11 3.27 -0.72  -0.371
O: 0.26 4.16 -0.64  -0.571
N: 1.30 -0.51 -1.24  -0.132
C: 0.85 -0.60 0.21  -0.277
O: 0.28 0.47 0.83  -0.607
H: 2.33 1.10 -0.45  0.480
H: 2.44 0.71 -2.35  0.291
H: -0.17 1.61 -0.85  -0.316
H: 0.65 2.08 -2.57  0.687
H: 2.07 3.52 -0.27  0.445
H: 0.54 -0.58 -1.83  0.341
H: 0.03 -1.26 0.38  0.108
H: 1.88 -0.89 0.58  -0.006
H: -2.07 -0.10 -3.17  0.329
H: -0.95 1.03 -3.40  0.303
O: -1.13 0.04 -3.54  -0.618
H: -0.25 -2.96 -3.05  0.343
H: 1.17 -2.41 -3.58  0.300
O: 0.71 -3.06 -2.95  -0.683
H: -1.18 1.29 1.23  0.574
H: -1.55 2.74 1.42  0.402
O: -1.95 1.91 1.41  -0.728
H: -2.27 2.26 -2.00  0.261
H: -3.39 1.35 -1.42  0.263
O: -2.67 1.43 -2.10  -0.618
H: 1.26 -0.86 3.51  0.444
H: 1.09 0.58 3.87  0.354
O: 0.98 -0.25 4.29  -0.694
H: 0.53 -3.16 -0.94  0.284
H: -0.65 -3.74 -0.34  0.330
O: 0.30 -3.60 -0.15  -0.634
H: 0.42 -2.62 3.39  0.311
H: 0.90 -2.87 2.00  0.333
O: 1.24 -2.58 2.88  -0.729
H: -3.61 -0.55 0.23  0.259
H: -0.85 -0.04 1.97  0.115
O: -3.09 -1.38 0.33  -0.792
H: -2.04 -0.22 2.90  0.348
H: -2.21 -1.10 0.90  0.530
O: -1.47 -0.71 2.26  -0.678
H: -2.27 -1.81 -1.61  0.330
H: -2.99 -2.11 -2.87  0.272
O: -2.20 -2.42 -2.38  -0.577
H: 0.62 2.03 1.41  0.364
H: 2.03 2.33 1.40  0.393
O: 1.25 2.76 1.73  -0.776
H: 2.83 -0.46 1.41  0.072
H: 2.53 0.60 2.18  0.258
O: 3.34 0.18 1.89  -0.793

Kohn-Sham gap ... 8.071 eV
LUMO level ... 2.36 eV
HOMO energy ... -5.7 eV
ΔE to the lowest compared entry with this formula, charge and spin ... 7.468 eV
Total charge ... -1

(2)
Formula: C4H32NO15
Source: the Open Molecules 2025 dataset
Level of theory: wB97M-V/def2-TZVPD

Each line ends with the Mulliken charge.
Element x y z (Å)
O: 1.50 -0.59 2.21  -0.597
C: 1.93 -0.62 1.07  -0.741
N: 1.18 -0.56 -0.05  0.629
C: -0.30 -0.49 0.07  1.493
C: -0.95 -1.04 -1.25  -1.475
O: -1.76 -2.10 -0.79  -0.906
C: -0.81 0.93 0.22  0.392
O: -2.18 0.82 0.53  -0.699
H: 2.98 -0.87 0.88  0.504
H: 1.60 -0.36 -0.94  0.063
H: -0.48 -1.09 0.96  0.120
H: -1.51 -0.25 -1.75  0.573
H: -0.20 -1.54 -1.87  0.368
H: -2.13 -2.02 0.14  0.202
H: -0.76 1.49 -0.72  -0.484
H: -0.31 1.55 0.98  -0.009
H: -3.81 0.19 -2.09  0.315
H: -3.29 -1.25 -1.99  0.424
O: -3.81 -0.65 -2.53  -0.688
H: 2.40 -1.96 -2.44  0.297
H: 1.81 -3.32 -2.64  0.321
O: 1.88 -2.46 -3.09  -0.646
H: 1.62 0.25 -3.54  0.276
H: 0.43 -0.23 -2.70  0.140
O: 1.08 0.46 -2.78  -0.562
H: -1.75 -0.12 2.83  0.281
H: -0.33 -0.45 3.36  0.340
O: -0.99 0.24 3.31  -0.635
H: -1.90 -2.49 1.75  0.507
H: -1.50 -3.64 2.71  0.282
O: -1.23 -3.30 1.85  -0.665
H: 3.56 1.27 -1.61  0.235
H: 3.89 0.97 -0.11  0.266
O: 3.47 0.63 -0.90  -0.566
H: 1.85 3.66 0.43  0.424
H: 2.15 2.16 0.65  0.342
O: 2.38 2.91 0.10  -0.651
H: 0.82 1.82 4.09  0.287
H: 0.92 1.28 2.70  0.254
O: 0.89 2.12 3.18  -0.632
H: 0.43 3.19 -1.80  0.342
H: -1.10 3.17 -1.74  0.363
O: -0.34 3.74 -1.59  -0.687
H: -3.76 -1.79 1.41  0.090
H: -2.60 -0.04 0.85  0.546
O: -2.87 -1.46 1.47  -0.933
H: -0.13 4.53 0.37  0.385
H: 0.38 3.83 1.57  0.326
O: 0.49 4.65 1.11  -0.786
H: -0.22 -3.46 -0.91  0.350
H: 0.81 -3.69 -0.05  0.361
O: 0.54 -4.03 -0.92  -0.732

Kohn-Sham gap ... 8.959 eV
LUMO level ... 2.39 eV
HOMO energy ... -6.6 eV
ΔE to the lowest compared entry with this formula, charge and spin ... 3.985 eV
Total charge ... -1

(3)
Formula: C4H33N2O12S
Source: the Open Molecules 2025 dataset
Level of theory: wB97M-V/def2-TZVPD

Each line ends with the Mulliken charge.
Element x y z (Å)
O: 1.55 1.61 -0.57  -0.638
C: 1.46 0.42 -0.76  -0.301
N: 2.64 -0.21 -1.27  0.020
C: 2.72 -1.62 -1.01  -0.785
C: 2.56 -1.96 0.55  0.147
S: 4.03 -1.48 1.45  -0.231
C: 0.11 -0.36 -0.66  0.787
N: -0.92 0.39 0.04  0.365
H: 3.37 0.39 -1.48  0.247
H: 1.80 -2.24 -1.44  0.107
H: 3.50 -2.24 -1.33  0.699
H: 1.62 -1.66 1.03  -0.258
H: 2.50 -3.08 0.67  0.424
H: 3.56 -1.04 2.52  0.070
H: 0.16 -1.48 -0.19  0.082
H: -0.35 -0.29 -1.80  -0.229
H: -0.58 1.02 0.93  -0.007
H: -1.33 1.12 -0.68  0.484
H: -1.52 -0.28 0.25  0.418
H: -0.52 -0.50 2.42  0.259
H: -0.13 0.62 3.16  0.322
O: 0.22 -0.03 2.47  -0.693
H: 0.88 2.54 -4.24  0.316
H: 0.57 1.16 -4.69  0.333
O: 1.38 1.68 -4.28  -0.664
H: -2.71 0.20 3.10  0.261
H: -3.31 -0.74 2.04  0.226
O: -2.51 -0.36 2.43  -0.501
H: -2.93 -2.27 0.32  0.246
H: -2.58 -1.90 -1.23  0.239
O: -2.54 -1.67 -0.28  -0.565
H: 0.14 -3.78 1.51  0.301
H: -0.01 -4.51 0.21  0.247
O: 0.01 -3.65 0.53  -0.515
H: 0.78 -1.70 -4.11  0.232
H: 1.21 -0.30 -3.69  0.284
O: 0.46 -1.00 -3.57  -0.675
H: -1.15 -1.00 -3.42  0.254
H: -2.55 -1.08 -3.67  0.328
O: -1.92 -0.67 -3.14  -0.610
H: -3.21 3.32 2.58  0.297
H: -2.42 1.86 2.25  0.451
O: -3.10 2.31 2.74  -0.707
H: 0.85 2.97 4.01  0.250
H: 1.92 1.91 3.82  0.275
O: 1.05 2.10 3.91  -0.614
H: 0.16 2.19 2.35  0.213
H: 0.62 2.95 0.96  0.403
O: -0.19 2.27 1.47  -0.575
H: -1.90 4.02 -1.26  0.341
H: -1.32 2.89 -0.26  0.298
O: -2.12 3.17 -0.66  -0.661

Kohn-Sham gap ... 8.697 eV
LUMO level ... -2.46 eV
HOMO energy ... -11.2 eV
ΔE to the lowest compared entry with this formula, charge and spin ... 5.322 eV
Total charge ... +1